Entry 1:
71
Properties=species:S:1:pos:R:3:forces:R:3 method="wB97M-V/def2-TZVPD" e_homo_ev=-9.2 multiplicity=1 fmax_ha_per_bohr=0.052 charge=0 e_tot_ha=-1219.12512 orbital_gap_ha=0.3626 e_above_lowest_kcal_mol=6.51
O 33.99760 -12.39928 28.11384 -0.64 -0.72 0.10
O 27.06415 -12.91391 25.65378 -0.35 0.25 0.41
O 30.00918 -9.06882 29.01778 -0.59 0.01 0.41
O 28.81849 -6.49509 28.53794 -0.52 -0.41 0.16
O 28.31399 -14.59283 28.06707 0.01 -0.11 0.19
O 34.16292 -5.57620 27.49956 0.09 -0.23 0.48
O 30.41548 -8.41656 31.76480 -0.26 0.18 -0.18
N 35.20500 -12.18832 24.66348 0.38 -0.38 0.63
C 30.22611 -11.47248 29.00691 -0.46 0.95 -0.06
C 27.78536 -10.99406 24.48485 0.59 0.02 -0.20
C 29.52261 -15.33037 28.13676 0.98 -0.87 -0.40
C 34.79993 -12.61922 26.97856 -0.40 -0.18 -0.19
C 30.14652 -10.19154 28.17185 1.11 -0.48 -0.44
C 28.39619 -5.75103 27.42641 0.93 1.21 -2.17
C 32.57223 -9.13050 32.62955 0.02 -0.14 -0.38
C 28.64332 -6.52703 26.11605 -0.38 0.05 1.07
C 32.78326 -7.52258 27.95789 -0.44 -0.33 0.70
C 28.05744 -12.48122 24.73293 -1.25 0.21 -0.29
C 33.10018 -6.09266 28.33497 0.33 0.36 -0.66
C 34.30685 -11.83525 25.76656 0.85 1.46 -0.89
C 32.83832 -12.10519 25.42606 0.29 -1.21 1.10
C 34.26922 -11.21258 28.80332 0.79 -0.14 0.75
C 30.51027 -14.84101 27.07169 0.04 -0.26 -0.40
C 31.10330 -9.47132 32.38786 0.71 0.10 0.11
H 33.68584 -8.11868 27.82472 0.12 0.27 -0.39
H 28.91900 -5.91216 29.29524 -0.04 -0.07 0.08
H 33.17307 -8.97072 31.72870 -0.34 -0.10 -0.24
H 27.87560 -13.02303 23.79829 0.55 -0.12 -0.01
H 35.23846 -11.57167 23.87220 -0.32 0.06 -0.08
H 30.73623 -15.61719 26.33585 -0.35 -0.05 -0.03
H 34.74252 -13.67003 26.66220 -0.26 -0.12 0.54
H 33.35660 -6.06678 29.39780 0.13 0.24 -0.11
H 29.67555 -6.87386 26.10454 -0.07 -0.24 -0.19
H 35.26912 -11.26064 29.26176 0.22 0.18 -0.45
H 29.34315 -10.34594 27.44298 -0.22 0.48 0.19
H 34.83599 -5.20770 28.07758 0.03 0.02 -0.12
H 29.01524 -4.84490 27.35183 -0.04 -0.01 0.15
H 34.17996 -10.32652 28.17685 -0.08 0.12 0.04
H 32.91898 -13.18213 25.22336 -0.74 0.05 -0.53
H 33.64290 -11.14743 29.69346 -0.55 0.00 -0.39
H 30.05670 -14.01446 26.52431 0.18 0.12 0.09
H 31.06709 -10.00842 27.59433 -0.05 -0.43 -0.07
H 32.62682 -8.19044 33.17830 0.13 -0.22 0.36
H 29.23946 -11.54915 29.46754 0.09 -0.40 0.15
H 34.52226 -10.77298 25.92984 -0.33 0.04 0.15
H 35.84910 -12.46293 27.23938 0.09 0.44 -0.36
H 27.91376 -7.33758 26.07632 0.33 -0.30 -0.15
H 30.41624 -12.33953 28.38007 0.02 -0.04 0.01
H 31.02438 -10.41801 31.84786 -0.14 0.04 -0.18
H 32.27449 -5.39914 28.13894 -0.28 -0.41 0.38
H 28.10504 -10.67009 23.49006 0.30 -0.18 0.08
H 33.02606 -9.98201 33.14323 0.15 0.31 0.35
H 27.36831 -5.37769 27.34808 -0.22 -0.45 0.98
H 31.50436 -14.57152 27.42849 -0.24 0.39 0.39
H 29.06877 -12.61796 25.11781 0.05 -0.18 -0.15
H 30.97159 -11.39407 29.79621 0.13 -0.04 -0.08
H 30.00213 -15.32396 29.12184 -0.29 0.45 0.12
H 29.32510 -16.39177 27.93995 -0.17 0.07 0.01
H 27.25451 -13.73271 26.12347 0.56 0.05 -0.13
H 32.10369 -7.60089 27.11028 0.27 -0.05 -0.20
H 30.34919 -8.57193 30.80670 0.02 -0.25 0.20
H 32.15782 -12.04961 26.28046 0.22 0.26 0.15
H 27.69406 -15.06876 28.63003 -0.18 0.26 -0.03
H 32.37858 -11.55433 24.61255 0.45 0.06 -0.28
H 30.67723 -9.64104 33.37884 -0.31 0.06 -0.06
H 35.11364 -13.15735 24.39297 -0.08 0.07 -0.26
H 28.45691 -5.88817 25.25533 0.07 0.12 0.03
H 32.28584 -8.01100 28.80308 -0.24 0.15 -0.11
H 29.58060 -8.31679 28.58623 -0.05 0.01 -0.07
H 28.34682 -10.41686 25.22031 -0.29 0.25 0.01
H 26.72714 -10.74475 24.51419 -0.08 -0.25 0.35



Entry 2:
62
Properties=species:S:1:pos:R:3:forces:R:3 method="wB97M-V/def2-TZVPD" e_homo_ev="-12.0 / -12.8" multiplicity=6 s2=8.7518 fmax_ha_per_bohr=0.076 charge=+1 e_tot_ha=-3140.03672 orbital_gap_ha="0.3621 / 0.3906" e_above_lowest_kcal_mol=0.00
Mn 0.44611 0.77192 0.40196 0.05 -0.16 0.08
Cl 2.04745 -0.82827 1.59769 -0.12 0.59 -0.25
O -3.77247 -0.26566 -2.91438 2.73 -1.07 0.18
O 0.62021 -2.56932 -2.72200 3.12 1.23 0.14
O -2.45505 3.25234 3.42291 0.05 -0.03 -0.70
O -1.13022 -1.33882 -4.15870 -2.73 2.47 -1.30
O -0.76370 2.39892 -0.52049 1.27 0.33 0.31
O -2.97192 -1.66678 -0.24371 -0.61 0.14 -0.57
O 5.05526 0.26164 1.28174 0.53 -0.30 -0.86
O 1.74490 0.63591 -1.39414 0.77 0.19 1.76
O -1.33797 -2.06380 1.74201 -0.10 -1.54 -0.12
O 0.28850 -1.82592 3.88699 0.03 0.47 -0.20
O 3.29633 -2.48435 -1.74474 -0.11 -0.85 -0.45
O -0.58799 -0.66408 -0.91106 1.26 0.65 -0.30
O 4.40664 0.20752 -1.54675 0.39 0.65 -0.20
O -3.41588 1.42612 -0.52314 0.25 0.44 0.79
O -0.77878 4.41575 1.51641 -0.81 -0.66 0.86
O 0.77188 -3.27888 0.27164 -0.60 1.33 -0.11
O 1.19590 2.50757 1.92912 0.34 -1.01 1.10
O -0.61514 1.03459 4.24035 -0.42 1.10 -0.99
O 1.07843 0.67369 -3.84715 -1.84 -0.58 -1.15
O -1.49911 0.36227 1.57279 0.52 1.40 0.16
H 1.21834 -4.09993 0.31127 0.75 -1.31 0.13
H 0.69466 1.44377 -4.31398 0.43 -0.42 0.40
H -0.91688 -2.20190 2.60486 0.17 0.18 0.40
H -1.68140 2.15012 -0.52428 -1.25 -0.36 -0.22
H 3.66450 -1.60784 -1.87384 0.28 0.60 0.11
H -3.71459 -1.54932 -0.85368 0.26 0.11 -0.13
H 0.39680 -3.39906 -2.35540 -0.86 -1.46 0.71
H 4.75932 0.90520 -2.11586 -0.11 -0.24 -0.31
H 5.11004 1.08891 1.75537 -0.27 0.19 0.26
H 4.90835 0.36248 -0.72905 -0.05 -0.38 0.68
H -0.88453 5.33037 1.77336 0.24 0.59 -0.28
H -1.18689 -1.18326 -5.11581 0.25 -0.45 0.44
H -3.26744 -2.31235 0.39562 0.12 -0.28 0.42
H -0.41021 0.26577 4.74326 0.31 -1.06 0.73
H -4.17532 1.41579 0.08770 0.25 -0.11 -0.98
H -0.89719 0.68243 3.37598 0.01 0.15 0.10
H 4.15016 -0.07450 1.31800 -0.25 0.14 0.43
H 1.62047 -2.53361 -2.44234 -1.74 0.23 -0.64
H -1.62211 -0.61311 1.54093 0.15 -0.62 -0.07
H -2.80734 3.97316 3.94664 -0.07 -0.21 0.45
H 0.13963 -1.10811 -1.40213 -1.00 -0.25 0.21
H -1.35062 -1.23941 -0.75859 -0.15 -0.30 0.00
H 0.34917 -0.02087 -3.95546 1.08 1.10 0.33
H 0.74614 3.35604 1.96661 -0.46 0.54 -0.33
H 1.42992 0.77217 -2.30158 0.04 0.19 -0.60
H -2.19144 2.50586 3.98233 0.16 0.22 0.23
H 0.96892 -1.45388 3.28290 -0.26 0.03 0.07
H -3.60215 1.06704 -1.40447 -0.43 -0.34 0.19
H -0.73816 3.22535 -0.00759 0.04 0.15 -0.03
H -2.20899 0.75904 1.06104 -0.28 0.04 -0.21
H -0.39251 -1.84572 -3.92983 2.15 -1.92 0.61
H 1.27396 2.26293 2.88746 -0.10 -0.10 -1.17
H 3.90967 -3.08281 -2.20605 -0.29 0.28 0.28
H -4.52684 -0.25156 -3.46787 -1.10 -0.07 -1.02
H -1.41416 3.97810 2.15867 0.58 -0.05 -0.52
H 2.73895 0.69538 -1.34366 -0.98 -0.31 -0.27
H 1.43052 -2.59390 0.52703 -0.34 -0.29 -0.08
H 0.73883 -2.56465 4.28036 0.18 -0.59 0.49
H -0.84948 -2.68898 1.16692 0.02 0.44 -0.02
H -3.03350 -0.77750 -3.40222 -1.46 1.16 1.04



Entry 3:
29
Properties=species:S:1:pos:R:3:forces:R:3 method="wB97M-V/def2-TZVPD" e_homo_ev=-9.7 multiplicity=1 fmax_ha_per_bohr=0.015 charge=0 e_tot_ha=-1923.55796 orbital_gap_ha=0.3181
S -2.62305 -1.82430 -1.17775 -0.21 0.04 -0.08
F -3.68731 -1.95526 -0.01873 0.15 0.03 -0.20
F -1.40718 -0.31697 -2.95037 0.02 0.15 0.13
F 0.86029 -1.47185 -3.27474 -0.07 -0.19 0.12
F -1.63096 -2.37427 -3.55941 -0.06 0.01 -0.04
F -1.63997 -2.75888 -0.34080 -0.07 0.08 0.04
F -2.03521 -0.53023 -0.44274 -0.03 -0.10 0.02
F -3.23334 -3.10957 -1.86927 0.10 0.11 0.12
F 0.32536 -3.22560 -2.08868 -0.12 0.18 0.13
F -3.63680 -0.91059 -1.98934 0.08 -0.12 0.12
O 0.34243 3.83509 4.14092 0.18 -0.54 0.52
O 2.41836 2.77713 4.61002 -0.60 0.14 0.06
N 2.10939 0.60898 0.99866 -0.18 0.14 0.09
N 0.38231 2.63943 1.47099 0.09 -0.25 -0.03
N 2.15396 1.22186 2.15465 -0.14 -0.01 -0.21
N 0.33850 2.03097 0.30889 0.15 -0.11 0.14
C 1.28345 2.22108 2.37151 -0.18 -0.14 0.11
C 1.13595 0.28701 -1.19819 0.11 0.20 0.17
C 0.79147 -1.19344 -0.95417 0.40 -0.13 0.00
C -1.30999 -1.58081 -2.53684 -0.03 -0.35 -0.14
C 1.19697 1.02504 0.11120 -0.01 0.06 -0.13
C 0.17613 -1.88261 -2.15675 0.22 0.35 -0.15
B 1.32733 2.95643 3.79201 0.15 0.25 0.07
H -0.55185 3.53437 3.94934 0.07 0.38 -0.58
H 2.12146 0.36666 -1.66424 -0.12 -0.08 -0.04
H 2.46554 1.89310 4.98746 0.41 -0.01 -0.24
H 0.42639 0.79035 -1.85178 -0.07 -0.04 0.13
H 0.18278 -1.31127 -0.06317 -0.14 -0.06 -0.12
H 1.71760 -1.74186 -0.75868 -0.10 0.01 -0.02



Entry 4:
104
Properties=species:S:1:pos:R:3:forces:R:3 method="wB97M-V/def2-TZVPD" e_homo_ev=-5.8 multiplicity=1 fmax_ha_per_bohr=0.071 charge=0 e_tot_ha=-4609.59381 orbital_gap_ha=0.2068 e_above_lowest_kcal_mol=0.00
Cs -0.62028 0.28801 -0.21947 2.26 1.80 -1.01
Ge -2.30139 -2.48380 1.02645 0.43 -0.39 -0.71
Cl 8.42475 -1.09723 -0.24231 -0.08 -0.01 0.00
N -2.41566 2.20551 -0.13847 -0.40 0.80 0.28
N 1.53849 5.11810 -1.49064 -0.23 -0.09 0.03
N 0.58591 3.26941 -0.20427 -0.37 0.16 0.20
N -4.09373 3.87375 -0.72962 0.22 -0.10 -0.02
N -0.02476 -0.73083 2.61487 0.51 0.27 0.05
N 2.71079 3.24664 -1.12678 -0.13 -0.01 0.10
N -4.09880 1.85207 -1.69075 0.26 0.07 0.09
C 5.83350 -1.23326 -1.01560 0.05 -0.01 0.05
C -4.10524 4.74636 0.42273 -0.09 0.09 0.08
C -5.33528 3.77878 -1.48070 -0.10 0.03 -0.06
C 0.72407 -1.27058 4.83757 -0.02 -0.01 0.07
C -2.56801 -3.92043 -1.65192 0.09 0.16 0.09
C -0.65104 3.93952 0.18828 0.15 -0.14 -0.03
C 0.37406 -4.45289 1.35194 0.02 -0.10 0.08
C 0.93677 6.30921 -0.92373 0.02 0.09 0.02
C -5.04478 2.64165 -2.44568 -0.11 -0.03 -0.06
C -3.44199 2.64664 -0.76004 -0.04 0.12 -0.19
C -1.62275 2.94467 0.84286 -0.29 0.09 -0.26
C 2.49330 -1.34878 0.83609 0.14 -0.10 0.03
C 1.72215 -3.20708 -0.69678 -0.03 0.06 0.02
C -5.91161 0.00882 0.60790 0.01 0.02 0.01
C 2.86654 5.33750 -2.04346 0.11 0.01 -0.03
C 6.24470 -1.19924 1.35824 -0.02 -0.01 -0.07
C 3.96989 -1.30974 0.52945 0.03 -0.01 0.00
C 1.10052 -3.29338 1.62454 0.08 -0.01 0.09
C -2.75009 -3.96415 -0.27018 -0.04 0.01 0.28
C -3.44229 0.74050 -2.34871 -0.09 0.29 -0.15
C -2.85636 -5.00533 -2.46279 0.00 -0.09 -0.14
C 1.38590 -2.08780 5.73331 0.04 -0.06 0.03
C 3.41489 3.92825 -2.18468 0.11 0.01 -0.08
C 4.87794 -1.25958 1.58196 0.00 -0.07 0.02
C -3.53070 -6.25459 -0.54117 -0.03 -0.05 0.04
C 1.17655 -2.82113 3.04138 -0.02 0.12 -0.02
C 1.77943 -2.65896 0.58372 -0.07 0.14 0.10
C 6.70827 -1.18582 0.05590 0.16 0.01 -0.02
C -6.80662 -0.73330 1.35936 0.02 0.03 -0.02
C 1.49644 3.86573 -0.86846 0.31 -0.03 -0.12
C 4.47241 -1.29294 -0.76919 -0.05 0.06 0.01
C -3.23362 -5.15886 0.25918 -0.08 -0.14 0.03
C -5.05235 -2.32472 1.78666 0.01 -0.04 -0.10
C 0.60734 -1.62103 3.49367 -0.03 0.11 0.04
C 0.30926 -4.97779 0.07736 0.06 -0.03 0.02
C -3.34084 -6.18359 -1.91160 0.01 0.00 -0.02
C 1.83908 -3.62426 3.96500 0.03 -0.13 -0.02
C 0.99545 -4.35158 -0.95320 -0.03 -0.10 -0.04
C -4.60281 -0.43276 0.44061 0.23 0.26 -0.09
C 2.91002 1.83458 -0.92762 0.01 0.14 0.00
C 1.95347 -3.27826 5.29974 -0.03 0.06 0.02
C -4.13306 -1.61235 1.00378 -0.06 -0.05 0.01
C -6.36195 -1.90822 1.95155 -0.11 -0.04 0.06
H 2.47553 -3.92773 5.98824 0.01 -0.01 0.02
H -2.16634 -3.01966 -2.10120 -0.01 0.07 -0.04
H 2.24791 -2.72558 -1.50855 0.03 0.04 -0.07
H -2.69852 -4.93543 -3.53234 0.00 0.00 -0.04
H 0.94597 -4.75301 -1.95624 0.00 0.00 -0.05
H -6.22425 0.93890 0.14436 -0.01 0.02 -0.01
H -3.93022 0.19558 -0.12943 -0.22 -0.18 0.28
H 3.79741 -1.30565 -1.61382 -0.04 0.00 -0.03
H -3.90450 -7.16495 -0.08858 -0.01 -0.03 -0.01
H 2.80529 5.87162 -2.99162 0.02 0.01 0.01
H 6.21759 -1.22274 -2.02499 0.01 0.01 -0.05
H -1.23892 -1.68615 -0.16086 -2.11 -2.86 0.86
H -4.19803 0.05279 -2.72569 -0.01 0.02 -0.03
H 3.48198 5.92570 -1.34980 -0.01 -0.01 0.01
H 1.44434 6.62773 -0.00416 0.00 -0.01 0.00
H -0.16961 -4.92452 2.16045 -0.02 0.01 0.00
H -0.33500 -1.20458 1.77526 -0.27 -0.47 0.54
H -3.56437 -7.03319 -2.54302 -0.01 -0.03 -0.02
H -0.29566 -5.85158 -0.11615 -0.03 -0.05 -0.03
H -3.10550 5.08061 0.68574 0.02 -0.01 -0.02
H -4.74407 -3.23944 2.28276 0.08 -0.04 0.01
H -7.82758 -0.40017 1.49113 -0.04 0.00 0.01
H -0.44025 4.73952 0.90569 -0.02 0.01 0.07
H 2.40259 1.52769 -0.01898 -0.05 0.04 0.07
H 1.45917 -1.79382 6.77204 0.00 0.00 0.02
H 2.27411 -4.54932 3.60753 0.02 -0.03 0.00
H 3.97555 1.63923 -0.80125 -0.03 -0.05 -0.08
H -4.56940 4.27806 1.29816 0.01 0.01 0.00
H 2.53404 1.23523 -1.76975 0.02 0.00 0.00
H -1.16896 4.38605 -0.66792 -0.01 0.03 -0.04
H -0.11773 6.17722 -0.71733 0.00 0.00 -0.02
H 3.18680 3.50071 -3.17226 -0.03 0.01 0.04
H 1.03206 7.11224 -1.65556 0.00 -0.01 0.02
H -2.83358 0.18148 -1.64913 -0.15 -0.01 -0.09
H -7.03961 -2.50160 2.55471 -0.01 0.01 0.00
H -2.23509 3.44456 1.59542 0.03 -0.04 -0.02
H -1.00810 2.21015 1.38935 -0.23 0.44 0.10
H 4.50647 -1.27402 2.59894 -0.01 0.00 0.04
H -4.60256 3.01210 -3.38139 0.01 0.01 0.03
H 1.97760 -0.58120 0.25942 0.19 0.11 -0.08
H 2.36510 -1.08196 1.88268 0.02 0.09 -0.07
H 0.28281 -0.34066 5.17858 0.00 0.00 -0.03
H -4.68347 5.63370 0.16240 0.00 -0.04 0.02
H -2.81126 1.08015 -3.18053 0.00 0.01 -0.01
H -6.17486 3.53280 -0.81734 0.02 -0.02 -0.02
H -0.79503 -0.22764 3.04053 0.02 -0.24 -0.02
H 4.49417 3.87962 -2.03023 -0.03 0.00 -0.04
H 6.94502 -1.16191 2.17913 0.02 0.00 0.05
H -3.37451 -5.25560 1.33124 0.02 0.04 0.03
H -5.93421 2.05879 -2.68755 0.01 0.02 -0.03
H -5.55232 4.72039 -1.98728 -0.02 -0.04 0.03